Run one
CH7NOP2 | wB97M-V/def2-TZVPD

Structure (SMILES) ... CNO[PH2]=P
Kohn-Sham gap ... 0.3011 Eh
HOMO level ... -7.44 eV

CARTESIAN COORDINATES (ANGSTROEM)
1 C 0.10072 -1.50785 1.39949
2 N -0.19680 -0.12592 1.12264
3 O 0.81248 0.34216 0.14703
4 P 0.24411 1.12779 -1.15313
5 P -1.84119 1.15903 -1.59457
6 H -0.32426 -2.16610 0.53966
7 H 1.16465 -1.70702 1.79132
8 H -0.60669 -1.69231 2.11949
9 H 0.03431 0.36208 1.97717
10 H 1.32909 2.10429 -1.04748
11 H 0.83097 0.57117 -2.36252
12 H -1.54740 1.53269 -2.93910


Run two
CH7NOP2 | wB97M-V/def2-TZVPD

Structure (SMILES) ... CNO[PH]#[PH2]
Kohn-Sham gap ... 0.3570 Eh
HOMO level ... -8.76 eV

CARTESIAN COORDINATES (ANGSTROEM)
1 C 0.61747 -0.28150 -2.09805
2 N 0.70098 -0.89317 -0.78426
3 O -0.35268 -0.44137 0.03456
4 P 0.11151 0.92827 1.14429
5 P -1.34427 0.36708 2.62842
6 H 1.04042 0.72278 -2.03219
7 H 1.20961 -0.87854 -2.78778
8 H -0.41215 -0.20802 -2.46493
9 H 0.53966 -1.89788 -0.84688
10 H -0.72252 1.87142 0.51298
11 H -0.87358 1.33349 3.52316
12 H -0.51444 -0.62255 3.17069


Which is the most stable structure? run two is the most stable.


Run one
C2H3BO3 | wB97M-V/def2-TZVPD

Kohn-Sham gap ... 0.3586 Eh
HOMO level ... -11.11 eV

CARTESIAN COORDINATES (ANGSTROEM)
1 B -0.81631 -0.84165 -0.05003
2 C 2.83134 -0.48167 0.01293
3 C 1.78195 -1.07894 -0.00108
4 O -0.44787 0.50463 -0.06173
5 O -2.15858 -1.19660 0.10640
6 O 0.03010 -1.82635 -0.01605
7 H 3.85472 -0.42855 0.23406
8 H -1.04372 1.09872 0.52345
9 H -2.81455 -0.62580 -0.43048


Run two
C2H3BO3 | wB97M-V/def2-TZVPD

Kohn-Sham gap ... 0.3967 Eh
HOMO level ... -11.01 eV

CARTESIAN COORDINATES (ANGSTROEM)
1 B 1.24137 0.17659 0.71875
2 C -0.56715 -0.94772 -0.14813
3 C -0.84039 0.39743 -0.56175
4 O -1.27571 -1.86281 -0.38162
5 O 0.59086 -1.06617 0.50496
6 O 0.74076 1.23794 0.08675
7 H 2.34943 0.41506 1.32647
8 H -0.87884 0.71774 -1.67091
9 H -1.36034 0.93195 0.12548


Which is the most stable structure? run two is the most stable.


Run one
C8H12N4O3 | wB97M-V/def2-TZVPD

Structure (SMILES) ... NCC(=O)N[C@@H](Cc1c[nH]cn1)C(=O)O
Kohn-Sham gap ... 0.3617 Eh
HOMO level ... -9.36 eV

CARTESIAN COORDINATES (ANGSTROEM)
1 N 1.14738 3.39535 -0.56332
2 C 0.78224 2.34959 0.31463
3 C 1.49610 1.01704 0.10228
4 O 2.19465 0.73154 -0.91674
5 N 1.02487 0.04290 0.91475
6 C 0.91072 -1.35314 0.50505
7 C -0.16306 -1.46375 -0.59599
8 C -1.46009 -0.94756 -0.30422
9 C -2.54964 -1.59991 0.08865
10 N -3.59534 -0.68007 0.12410
11 C -3.13876 0.53238 -0.22401
12 N -1.84712 0.48541 -0.48965
13 C 2.32080 -1.87932 -0.06518
14 O 2.23850 -2.61479 -1.07615
15 O 3.37597 -1.36504 0.50865
16 H 1.95853 3.90722 -0.13994
17 H 1.69863 2.86813 -1.32466
18 H -0.25500 2.05590 0.13343
19 H 0.75506 2.72583 1.33311
20 H 0.17937 0.38726 1.46322
21 H 0.79223 -1.97833 1.36582
22 H 0.38475 -1.09552 -1.39300
23 H -0.41563 -2.53591 -0.86562
24 H -2.66930 -2.74061 0.19266
25 H -4.54209 -0.99083 0.24140
26 H -3.67837 1.52722 -0.49436
27 H 3.05459 -0.78098 1.16514


Run two
C8H12N4O3 | wB97M-V/def2-TZVPD

Structure (SMILES) ... N[C@@H](Cc1c[nH]cn1)C(=O)NCC(=O)O
Kohn-Sham gap ... 0.3515 Eh
HOMO level ... -8.80 eV

CARTESIAN COORDINATES (ANGSTROEM)
1 N 0.04487 -1.38014 0.86050
2 C 0.32170 0.06919 0.68163
3 C 1.00768 0.42714 -0.66189
4 C 2.42622 0.19828 -0.57584
5 C 3.54492 1.00342 -0.55932
6 N 4.59033 0.13638 -0.15390
7 C 4.06100 -1.10817 0.16244
8 N 2.75840 -1.10865 -0.12534
9 C -1.00988 0.90729 0.62592
10 O -1.00797 2.12051 0.76889
11 N -2.07310 0.16629 0.17100
12 C -3.32051 0.79071 -0.08367
13 C -4.25919 -0.38449 -0.32000
14 O -4.01403 -1.59703 -0.27194
15 O -5.53999 -0.01222 -0.44800
16 H 0.73432 -1.90094 0.32407
17 H 0.07980 -1.53782 1.90040
18 H 0.96984 0.55478 1.41667
19 H 0.51812 -0.29230 -1.37269
20 H 0.88198 1.52096 -1.12517
21 H 3.72495 2.01811 -0.81772
22 H 5.62558 0.17213 -0.38859
23 H 4.64034 -1.93429 0.37527
24 H -1.89441 -0.82931 0.30909
25 H -3.21832 1.48150 -0.90962
26 H -3.52096 1.27766 0.88320
27 H -6.07168 -0.75899 -0.66538


Which is the most stable structure? run two is the most stable.


Run one
C2H2BrN | wB97M-V/def2-TZVPD

Kohn-Sham gap ... 0.3038 Eh
HOMO level ... -8.80 eV

CARTESIAN COORDINATES (ANGSTROEM)
1 C -1.09264 -1.37304 0.07379
2 C 0.88855 1.37910 0.51137
3 N -1.08567 -0.24208 0.06625
4 Br 2.33957 1.04956 -0.60190
5 H -1.21654 -2.50900 0.09496
6 H 0.16671 1.69547 -0.14447


Run two
C2H2BrN | wB97M-V/def2-TZVPD

Kohn-Sham gap (spin up / spin down) ... 0.3241 / 0.3240 Eh
HOMO level (spin up / spin down) ... -9.30 / -9.30 eV

CARTESIAN COORDINATES (ANGSTROEM)
1 C -1.73868 -0.72135 0.09274
2 C 1.24168 0.17281 0.02124
3 N -0.07000 -0.22280 0.04639
4 Br -2.98152 0.58853 -0.12109
5 H 1.75963 0.20519 0.92868
6 H 1.78889 -0.02237 -0.96797


Which is the most stable structure? run one is the most stable.